Version w
{"formula": "C19H22N4O", "method": "ωB97M-V with the def2-TZVPD basis set", "symbols": ["C", "O", "C", "C", "C", "C", "C", "C", "C", "C", "C", "N", "N", "C", "C", "N", "C", "C", "C", "C", "C", "N", "C", "C", "H", "H", "H", "H", "H", "H", "H", "H", "H", "H", "H", "H", "H", "H", "H", "H", "H", "H", "H", "H", "H", "H"], "coordinates": [[0.8701, 5.2595, 3.0387], [1.0378, 4.0767, 2.3001], [2.0576, 3.2304, 2.6344], [2.9464, 3.4676, 3.6727], [3.9600, 2.5642, 3.9499], [4.0931, 1.4151, 3.1926], [3.2123, 1.1720, 2.1568], [2.1833, 2.0610, 1.8480], [1.2431, 1.8325, 0.7732], [1.3114, 0.8684, -0.1633], [0.3276, 0.7101, -1.1878], [0.4713, -0.2288, -2.0463], [-0.3251, -0.4424, -3.0839], [-0.2028, -1.7646, -3.6700], [-1.5459, -2.5143, -3.5667], [-2.2587, -2.1147, -2.3759], [-2.2044, -2.8994, -1.2596], [-2.8939, -2.5767, -0.0770], [-2.8017, -3.4360, 0.9954], [-2.0516, -4.6011, 0.8822], [-1.4378, -4.8464, -0.3313], [-1.5035, -4.0317, -1.3679], [-2.6310, -0.7167, -2.3310], [-1.6616, 0.1010, -3.2080], [0.0133, 5.7645, 2.5943], [1.7482, 5.9098, 2.9654], [0.6582, 5.0522, 4.0931], [2.8616, 4.3565, 4.2782], [4.6417, 2.7658, 4.7629], [4.8801, 0.7088, 3.4107], [3.3145, 0.2690, 1.5762], [0.4196, 2.5331, 0.7354], [2.1219, 0.1561, -0.1928], [-0.5081, 1.4167, -1.1798], [0.5770, -2.2903, -3.1189], [0.0982, -1.6755, -4.7203], [-2.1778, -2.2935, -4.4336], [-1.3750, -3.5878, -3.5082], [-3.5025, -1.6896, -0.0067], [-3.3199, -3.2064, 1.9159], [-1.9601, -5.2924, 1.7042], [-0.8527, -5.7432, -0.4943], [-2.5585, -0.3572, -1.3019], [-3.6640, -0.5767, -2.6796], [-1.9397, 0.0437, -4.2628], [-1.6723, 1.1505, -2.9125]], "nbo_charge": [-0.250, -0.516, 0.390, -0.318, -0.196, -0.240, -0.164, -0.134, -0.216, -0.182, -0.055, -0.202, -0.240, -0.224, -0.245, -0.416, 0.399, -0.315, -0.142, -0.321, 0.071, -0.499, -0.223, -0.256, 0.199, 0.176, 0.176, 0.214, 0.212, 0.212, 0.209, 0.213, 0.206, 0.153, 0.231, 0.188, 0.184, 0.262, 0.214, 0.214, 0.217, 0.189, 0.208, 0.191, 0.208, 0.218], "gap_ev": 7.71, "charge": 0, "smiles": "COc1ccccc1/C=C/C=N/N1CCN(c2ccccn2)CC1", "homo_energy_ev": -7.11}

=====

Version x
{"formula": "C19H22N4O", "method": "ωB97M-V with the def2-TZVPD basis set", "symbols": ["C", "C", "C", "C", "C", "C", "N", "C", "C", "C", "C", "O", "N", "C", "N", "C", "C", "C", "C", "C", "C", "C", "C", "N", "H", "H", "H", "H", "H", "H", "H", "H", "H", "H", "H", "H", "H", "H", "H", "H", "H", "H", "H", "H", "H", "H"], "coordinates": [[-1.1574, -5.6231, -0.8638], [-1.1263, -4.1025, -0.9294], [-1.0130, -3.4845, 0.4711], [-0.9832, -1.9903, 0.3816], [0.2442, -1.3163, 0.3437], [0.3247, 0.0576, 0.2230], [1.4984, 0.7460, 0.2032], [2.7830, 0.1242, 0.4340], [3.8879, 1.1661, 0.2792], [5.2793, 0.6016, 0.5517], [5.7548, -0.3942, -0.5036], [7.1001, -0.7065, -0.2179], [-0.8335, 0.7660, 0.0876], [-2.0977, 0.1436, 0.1702], [-3.0855, 0.9910, 0.0868], [-2.5174, 2.2162, -0.0741], [-3.1451, 3.4496, -0.2241], [-2.3527, 4.5596, -0.4091], [-0.9631, 4.4535, -0.4674], [-0.3187, 3.2402, -0.3198], [-1.0994, 2.1142, -0.0950], [-2.1598, -1.2630, 0.3125], [-3.4183, -1.8887, 0.3764], [-4.4231, -2.4408, 0.4319], [-1.2366, -6.0443, -1.8630], [-2.0121, -5.9580, -0.2812], [-0.2515, -6.0074, -0.3990], [-2.0407, -3.7389, -1.4022], [-0.2791, -3.7752, -1.5376], [-1.8721, -3.8038, 1.0643], [-0.1020, -3.8474, 0.9520], [1.1505, -1.8886, 0.4398], [1.4401, 1.7137, 0.4806], [2.9139, -0.6703, -0.3049], [2.8354, -0.3228, 1.4377], [3.8500, 1.5799, -0.7307], [3.7031, 1.9802, 0.9848], [5.3039, 0.1142, 1.5273], [6.0026, 1.4180, 0.5746], [5.1406, -1.3054, -0.4801], [5.6672, 0.0565, -1.5035], [7.4295, -1.3318, -0.8711], [-4.2206, 3.5089, -0.2008], [-2.8087, 5.5311, -0.5280], [-0.3724, 5.3404, -0.6416], [0.7562, 3.2061, -0.4194]], "nbo_charge": [-0.602, -0.379, -0.439, 0.157, -0.395, 0.463, -0.583, -0.213, -0.400, -0.412, -0.055, -0.719, -0.362, 0.415, -0.464, 0.107, -0.199, -0.209, -0.232, -0.246, 0.127, -0.294, 0.295, -0.319, 0.213, 0.209, 0.198, 0.212, 0.195, 0.232, 0.210, 0.225, 0.398, 0.200, 0.188, 0.208, 0.206, 0.207, 0.221, 0.153, 0.155, 0.472, 0.228, 0.215, 0.214, 0.201], "gap_ev": 7.90, "charge": 0, "smiles": "CCCc1cc(NCCCCO)n2c(nc3ccccc32)c1C#N", "homo_energy_ev": -7.67}

=====

It turns out version x is the most stable, with the second structure 240.5 kJ/mol higher.

=====

Version w
{"formula": "C2H3ClO2S", "method": "ωB97M-V with the def2-TZVPD basis set", "symbols": ["C", "C", "O", "O", "S", "Cl", "H", "H", "H"], "coordinates": [[0.2236, 0.6751, -0.4062], [-1.2106, 0.4545, -0.0554], [1.4880, -1.2199, 1.0243], [-1.9431, 1.2710, 0.3894], [1.2611, -0.9010, -0.5928], [-1.8738, -1.0842, -0.5674], [0.2041, 1.6969, -1.5857], [0.8170, 1.1437, 0.4132], [1.0337, -2.0360, 1.3804]], "nbo_charge": [-0.648, 0.482, -0.869, -0.480, 0.525, -0.056, 0.279, 0.268, 0.500], "gap_ev": 8.84, "charge": 0, "homo_energy_ev": -9.19}

=====

Version x
{"formula": "C2H3ClO2S", "method": "ωB97M-V with the def2-TZVPD basis set", "symbols": ["O", "C", "Cl", "C", "S", "O", "H", "H", "H"], "coordinates": [[-1.8657, 0.5352, 1.3160], [-1.0199, 1.0830, 0.6807], [-1.3907, 2.5916, -0.3252], [0.3851, 0.6116, 0.3599], [0.5275, -0.2422, -1.2557], [-0.6257, -1.4669, -1.1319], [1.1542, 1.4323, 0.1411], [0.5634, -0.1618, 1.1912], [-1.4662, -1.2302, -1.3015]], "nbo_charge": [-0.473, 0.586, -0.143, -0.707, 0.555, -0.835, 0.279, 0.260, 0.477], "gap_ev": 9.71, "charge": 0, "smiles": "O=C(Cl)CSO", "homo_energy_ev": -9.59}

=====

It turns out version x is the most stable, with the second structure 158.1 kJ/mol higher.

=====

Version w
{"formula": "C18H36O18", "method": "ωB97M-V with the def2-TZVPD basis set", "symbols": ["C", "O", "C", "O", "O", "C", "H", "H", "H", "H", "H", "H", "C", "O", "C", "O", "O", "C", "H", "H", "H", "H", "H", "H", "C", "O", "C", "O", "O", "C", "H", "H", "H", "H", "H", "H", "C", "O", "C", "O", "O", "C", "H", "H", "H", "H", "H", "H", "C", "O", "C", "O", "O", "C", "H", "H", "H", "H", "H", "H", "C", "O", "C", "O", "O", "C", "H", "H", "H", "H", "H", "H"], "coordinates": [[-0.4557, -2.1344, 5.5513], [-0.2898, -1.7652, 6.9135], [-0.1605, -2.8515, 7.7217], [-0.2331, -4.0342, 7.4200], [-0.1658, -2.3654, 8.9740], [0.0572, -3.3125, 10.0394], [-0.3994, -1.2976, 4.8551], [-1.4343, -2.5889, 5.3968], [0.2898, -2.8652, 5.2380], [0.0803, -2.7566, 10.9767], [1.0415, -3.7451, 9.8604], [-0.8176, -3.9444, 10.1930], [-5.3497, 6.6113, 8.5389], [-5.8262, 5.6850, 7.6043], [-4.8167, 4.9385, 7.0324], [-3.6237, 4.9694, 7.3889], [-5.3545, 4.1538, 6.1357], [-4.5213, 3.6084, 5.1145], [-6.2390, 7.1441, 8.8757], [-4.6473, 7.3326, 8.1211], [-4.9129, 6.1936, 9.4459], [-3.9552, 2.7407, 5.4530], [-3.8590, 4.4144, 4.7984], [-5.1502, 3.1206, 4.3697], [-5.9555, -2.4533, -6.5414], [-6.6086, -3.3674, -5.6745], [-6.0332, -3.6732, -4.4191], [-5.1027, -3.1153, -3.8726], [-6.5907, -4.8931, -4.0788], [-6.1071, -5.6293, -2.9829], [-6.6106, -1.6037, -6.7343], [-5.5790, -2.9752, -7.4211], [-5.0927, -1.9766, -6.0762], [-5.0324, -5.8105, -3.0015], [-6.7261, -6.4991, -2.7629], [-6.2591, -5.0326, -2.0835], [7.3285, -1.7548, -2.2822], [8.6171, -1.3443, -2.6468], [9.1771, -0.2427, -1.9988], [8.6838, 0.4502, -1.1314], [10.3389, 0.0354, -2.5576], [11.1406, 1.0576, -2.0129], [7.1262, -1.5605, -1.2289], [7.2760, -2.8040, -2.5730], [6.5506, -1.2260, -2.8330], [11.3815, 0.7323, -1.0009], [10.7022, 2.0512, -1.9197], [12.0824, 1.2027, -2.5421], [0.2272, -1.3667, -5.4042], [0.6978, -0.1629, -5.9997], [1.3309, -0.2104, -7.1370], [1.6153, -1.2246, -7.7582], [1.5988, 1.0614, -7.4651], [2.2077, 1.2574, -8.7302], [-0.0548, -1.1765, -4.3687], [0.7722, -2.3042, -5.5139], [-0.7739, -1.4259, -5.8314], [2.2210, 2.3205, -8.9705], [1.6055, 0.9436, -9.5829], [3.2120, 0.8349, -8.7586], [2.8432, 2.5888, -1.4553], [1.4612, 2.5961, -1.6008], [0.6176, 2.2024, -0.6806], [0.8643, 2.0074, 0.4930], [-0.5611, 1.9534, -1.2981], [-1.6210, 1.4543, -0.5136], [3.2910, 3.3308, -2.1163], [3.2132, 1.5673, -1.5436], [3.1553, 2.8583, -0.4463], [-1.6800, 0.3660, -0.5060], [-2.5834, 1.7695, -0.9167], [-1.6243, 1.9402, 0.4621]], "lowdin_charge": [-0.063, 0.000, -0.569, 0.108, -0.016, -0.030, 0.093, 0.096, 0.094, 0.088, 0.102, 0.097, -0.089, -0.008, -0.555, 0.091, 0.007, -0.026, 0.093, 0.098, 0.096, 0.094, 0.105, 0.095, -0.066, -0.040, -0.469, 0.120, -0.030, -0.069, 0.092, 0.096, 0.082, 0.098, 0.096, 0.089, -0.074, -0.022, -0.547, 0.116, 0.007, -0.052, 0.093, 0.096, 0.092, 0.099, 0.097, 0.095, -0.030, 0.014, -0.615, 0.108, 0.007, -0.058, 0.091, 0.102, 0.096, 0.090, 0.095, 0.101, -0.051, 0.010, -0.589, 0.117, -0.002, -0.062, 0.101, 0.102, 0.093, 0.098, 0.089, 0.094], "gap_ev": 11.15, "charge": 0, "smiles": "COC(=O)OC.COC(=O)OC.COC(=O)OC.COC(=O)OC.COC(=O)OC.COC(=O)OC", "homo_energy_ev": -10.81}

=====

Version x
{"formula": "C18H36O18", "method": "ωB97M-V with the def2-TZVPD basis set", "symbols": ["C", "O", "C", "O", "O", "C", "H", "H", "H", "H", "H", "H", "C", "O", "C", "O", "O", "C", "H", "H", "H", "H", "H", "H", "C", "O", "C", "O", "O", "C", "H", "H", "H", "H", "H", "H", "C", "O", "C", "O", "O", "C", "H", "H", "H", "H", "H", "H", "C", "O", "C", "O", "O", "C", "H", "H", "H", "H", "H", "H", "C", "O", "C", "O", "O", "C", "H", "H", "H", "H", "H", "H"], "coordinates": [[0.4703, -0.0740, 0.8371], [-0.2386, -0.5996, -0.2932], [-1.0248, -1.6441, -0.1891], [-1.1949, -2.0941, 0.8799], [-1.4864, -2.1470, -1.4066], [-2.4414, -3.2025, -1.3321], [1.1206, -0.8295, 0.9114], [-0.0372, 0.0918, 1.7645], [0.9703, 0.7536, 0.6092], [-2.8590, -3.6616, -2.3338], [-3.4426, -2.8693, -0.7132], [-2.0793, -4.0889, -0.8427], [4.3138, -0.9243, -1.0570], [3.3377, -0.9330, -2.1517], [2.5404, 0.2089, -2.3162], [2.7910, 1.2128, -1.6184], [1.6133, -0.0603, -3.3180], [0.4692, 0.8655, -3.4131], [4.0419, -0.6425, -0.1815], [5.2175, -0.2263, -1.0594], [4.5156, -2.0409, -1.0470], [0.7971, 1.8164, -3.8117], [0.2690, 1.1126, -2.1774], [-0.3568, 0.4617, -4.0867], [-4.5398, 0.7290, -2.0531], [-3.4339, 0.9329, -1.1514], [-2.8867, 2.0519, -0.7878], [-3.5661, 3.0461, -0.9832], [-1.6891, 1.9485, -0.1578], [-1.1638, 3.2125, 0.2671], [-5.5588, 0.7060, -1.4244], [-4.4564, -0.3207, -2.4072], [-4.1677, 1.5378, -2.7799], [-1.0135, 3.9393, -0.6295], [-0.2184, 2.9149, 0.5284], [-1.5966, 3.6271, 1.0410], [-2.7759, -1.3443, -4.7212], [-3.5653, -2.4610, -4.6815], [-4.3522, -2.8169, -5.7105], [-4.3753, -2.0840, -6.7749], [-4.8860, -4.0416, -5.6624], [-5.6018, -4.4607, -6.8278], [-1.8775, -1.4728, -5.4278], [-2.2983, -1.3582, -3.8583], [-3.3979, -0.5457, -4.8350], [-6.3678, -3.7022, -6.9751], [-6.0442, -5.5416, -6.6211], [-5.1023, -4.6057, -7.7751], [1.6019, 1.3387, 7.4012], [0.5632, 1.9463, 6.6828], [0.0958, 1.5205, 5.5222], [0.4574, 0.3976, 5.0081], [-0.7282, 2.2372, 4.9287], [-1.0775, 1.8884, 3.5285], [2.5032, 1.5703, 7.4567], [1.4276, 0.2986, 7.4030], [1.3665, 1.3535, 8.4835], [-0.4806, 2.3316, 2.6421], [-2.1972, 2.2074, 3.4484], [-1.3425, 0.8665, 3.4058], [7.4674, 1.7224, 4.4929], [6.1434, 1.2833, 4.7460], [5.4422, 0.9411, 3.7321], [5.9600, 0.8413, 2.5609], [4.0605, 0.6148, 3.8731], [3.3474, 0.2372, 2.7093], [7.5088, 2.6785, 4.3592], [7.9579, 1.1332, 3.7458], [8.0761, 1.8058, 5.4470], [3.2666, 1.1054, 2.0046], [2.4137, -0.0803, 2.9558], [3.7949, -0.6156, 2.2173]], "lowdin_charge": [0.000, 0.000, -0.593, 0.165, -0.036, -0.086, 0.069, 0.085, 0.046, 0.115, 0.145, 0.067, -0.028, -0.037, -0.474, 0.073, -0.050, -0.016, -0.024, 0.129, 0.126, 0.068, 0.153, 0.098, -0.003, -0.050, -0.604, 0.102, -0.005, -0.029, 0.144, 0.076, 0.131, 0.153, 0.051, 0.038, -0.069, -0.011, -0.487, 0.036, -0.003, -0.055, 0.149, 0.024, 0.074, 0.090, 0.136, 0.084, -0.023, 0.048, -0.608, 0.024, 0.060, 0.008, 0.015, 0.092, 0.115, 0.109, 0.130, 0.066, -0.016, 0.053, -0.478, 0.024, -0.023, -0.071, 0.031, 0.101, 0.128, 0.120, 0.039, 0.089], "gap_ev": 10.71, "charge": 0, "smiles": "COC(=O)OC.COC(=O)OC.COC(=O)OC.COC(=O)OC.COC(=O)OC.COC(=O)OC", "homo_energy_ev": -10.18}

=====

It turns out version w is the most stable, with the second structure 746.6 kJ/mol higher.